(1)
{
  "formula": "H4N2O2P",
  "method": "ωB97M-V with the def2-TZVPD basis set",
  "charge": -1,
  "energy_ha": -603.81146,
  "orbital_gap_ev": 8.83,
  "e_homo_ha": -0.1669,
  "multiplicity": 1,
  "species": ["N", "P", "N", "O", "O", "H", "H", "H", "H"],
  "xyz": [[-0.5370, -1.2394, 1.2835], [-0.6294, 0.3868, -0.1537], [0.7684, 1.3877, -1.2010], [-1.2804, 1.4294, 0.6766], [-1.3207, -0.3702, -1.2336], [-0.8943, -1.8859, 0.6997], [-1.2651, -0.5491, 1.6356], [0.9966, 0.8943, -2.0054], [1.5810, 1.2379, -0.5113]],
  "mulliken_charge": [-0.81, 0.88, -0.69, -0.67, -0.70, 0.27, 0.26, 0.23, 0.23]
}


(2)
{
  "formula": "H4N2O2P",
  "method": "ωB97M-V with the def2-TZVPD basis set",
  "charge": -1,
  "energy_ha": -603.73584,
  "orbital_gap_ev": [8.41, 8.66],
  "e_homo_ha": [-0.1825, -0.1843],
  "multiplicity": 1,
  "species": ["N", "N", "O", "O", "P", "H", "H", "H", "H"],
  "xyz": [[-1.1188, -0.3055, 0.9448], [-0.0228, -0.1233, -1.0969], [1.6114, -1.2414, 0.6532], [1.4852, 1.4026, 0.5657], [1.3432, -0.0054, -0.1065], [-0.9621, -1.3031, 0.8514], [-0.2280, 0.0817, 1.4267], [-0.0537, 0.8792, -1.3256], [2.1481, 0.0594, -1.3158]],
  "mulliken_charge": [-0.58, -0.52, -0.66, -0.72, 0.58, 0.29, 0.32, 0.31, -0.02]
}


(3)
{
  "formula": "H4N2OS",
  "method": "ωB97M-V with the def2-TZVPD basis set",
  "charge": 0,
  "energy_ha": -585.24181,
  "orbital_gap_ev": 9.96,
  "e_homo_ha": -0.3553,
  "multiplicity": 1,
  "species": ["N", "N", "O", "S", "H", "H", "H", "H"],
  "xyz": [[1.1212, -0.9444, -0.2274], [0.1978, 1.2869, 0.3416], [-1.6330, -0.6520, 0.2458], [0.1945, -0.3153, 0.8932], [1.4132, -1.8949, -0.1629], [0.9089, 1.2413, -0.3421], [-0.6064, 1.5970, -0.0291], [-1.5964, -0.3186, -0.7192]],
  "mulliken_charge": [-0.58, -0.48, -0.64, 0.54, 0.24, 0.33, 0.27, 0.31]
}